A structure of composition C39H46BBaN5O2Se at a distorted geometry, computed with ωB97M-V with the def2-TZVPD basis set.

Atoms and positions in Å:
Ba1 -1.69296 0.12492 -0.38665
Se1 -5.66771 -0.58248 -3.74897
O1 -1.82013 0.54441 1.85920
O2 -1.46591 2.32190 -0.12229
N1 -7.06684 -0.47432 -2.67972
N2 1.95030 -0.37078 0.35818
N3 -4.46508 -0.65411 -2.47054
N4 -4.48711 -0.66692 -0.13230
N5 1.84244 -0.77848 -1.84231
C1 2.10276 -3.37182 2.35870
C2 -5.23438 -0.58977 0.92703
C3 1.56871 -3.63969 -2.05305
C4 1.18433 0.50550 4.39321
C5 2.57513 2.31369 1.34795
C6 3.19243 -0.84038 -1.43925
C7 1.25021 -2.70195 -3.20530
C8 -2.27689 1.22959 4.06692
C9 -1.94802 3.94852 3.12134
C10 -6.57720 -0.50087 -1.45856
C11 0.91101 -2.46720 2.02803
C12 0.50192 -2.38976 -5.48210
C13 1.81352 3.63797 1.47061
C14 1.43541 -1.31476 -3.09229
C15 -1.85146 5.26430 2.76292
C16 1.70766 1.48444 3.56125
C17 0.69570 -1.02358 -5.35414
C18 3.26035 -0.57124 -0.12476
C19 1.16934 -0.46174 -4.16781
C20 -6.66959 -0.46674 0.91447
C21 1.15904 -1.06077 2.54987
C22 -1.96022 1.52558 2.62206
C23 -5.13807 -0.60866 -1.34194
C24 1.97753 1.22036 2.21997
C25 4.05539 2.52890 1.68743
C26 -1.62350 3.22087 0.79540
C27 -1.56805 4.60008 0.45215
C28 0.21276 1.71168 -3.29658
C29 2.82779 -4.45892 -2.35374
C30 -1.66756 5.58194 1.39947
C31 2.70586 1.53650 -3.61289
C32 -0.39826 -3.07346 2.54569
C33 1.33590 1.05263 -4.10856
C34 0.78651 -3.22261 -4.41000
C35 -1.84959 2.90097 2.17485
C36 0.39298 -4.55652 -1.71067
C37 0.91329 -0.75699 3.88558
C38 1.70194 -0.06488 1.72096
C39 -7.34363 -0.42801 -0.25176
B1 0.94421 -0.51559 -0.70707
H1 1.92563 4.07936 2.46642
H2 3.65838 -3.80768 -2.63438
H3 1.23593 1.39274 -5.14069
H4 2.50199 1.98847 0.31133
H5 0.47830 -0.36797 -6.19261
H6 -0.33651 -3.33602 3.60733
H7 0.50780 -1.52091 4.54252
H8 0.83739 -2.40301 0.94385
H9 -0.62833 -3.99097 1.99484
H10 0.64189 -4.29496 -4.51045
H11 1.91098 2.47360 3.96189
H12 2.79556 1.43886 -2.53153
H13 0.28922 1.41490 -2.24733
H14 -7.19688 -0.41168 1.85733
H15 4.52188 3.20617 0.96534
H16 2.20062 4.36124 0.74536
H17 4.13651 -0.51491 0.50774
H18 0.14990 -5.23627 -2.53375
H19 3.13036 -5.03560 -1.47358
H20 0.63804 -5.16959 -0.83664
H21 -2.33991 0.15272 4.19183
H22 4.00074 -1.04338 -2.13107
H23 0.74603 3.50270 1.27658
H24 4.61284 1.59133 1.68323
H25 1.76985 -3.03524 -1.16841
H26 -8.42225 -0.34365 -0.29678
H27 -1.48572 1.61232 4.71432
H28 -1.23225 -2.37478 2.41976
H29 -1.91438 6.04548 3.51024
H30 -0.77221 1.42337 -3.67922
H31 3.02755 -2.96240 1.94467
H32 2.65141 -5.15929 -3.17839
H33 -0.49901 -3.96962 -1.47731
H34 0.29048 2.80248 -3.34390
H35 -2.09913 3.70474 4.16602
H36 0.12999 -2.80388 -6.41285
H37 2.83726 2.59304 -3.87104
H38 2.22558 -3.46521 3.44373
H39 -3.21907 1.69566 4.36382
H40 3.51960 0.97208 -4.07786
H41 -1.41507 4.83600 -0.59529
H42 -1.60161 6.62327 1.10004
H43 4.15465 2.97264 2.68447
H44 0.98713 0.72582 5.43747
H45 -4.70886 -0.62723 1.88014
H46 1.95542 -4.37643 1.94288

Its charge is 0. The LUMO energy comes out at -1.8 eV. For the total energy, the calculation gives -4389.83013 hartree. The calculation puts the relative energy (zero: lowest compared OMol25 entry of this formula, charge and spin) at 32.4 kcal/mol. The calculation puts the orbital gap at 4.14 eV.

Mulliken atomic charge list, values in e, 6 entries: number 1, Ba, carries 2.178; number 2, Se, carries 0.338; number 3, O, carries -0.355; number 4, O, carries -0.711; number 5, N, carries -0.781; number 6, N, carries 0.331

=====

A structure of composition C39H46BN5O4ReS2Te at a distorted geometry, computed with ωB97M-V with the def2-TZVPD basis set.

Atoms and positions in Å:
Re1 -0.01036 -1.28146 0.08879
Te1 -1.68801 1.40490 -2.65516
S1 -1.26900 -3.26617 0.75131
S2 -1.04044 -1.75225 -2.24585
O1 -1.12727 -0.60118 2.30792
O2 -1.92627 -0.22399 7.34417
O3 -0.45064 -1.65712 8.37463
O4 0.88313 -1.44451 2.14802
N1 -3.75395 -2.22252 0.31741
N2 -1.08887 -4.54764 -2.35152
N3 0.50333 -3.58043 -3.49888
N4 3.24350 1.37934 -2.06584
N5 -3.19039 -3.86016 -1.03013
C1 -1.08749 -0.76629 6.40521
C2 -0.83614 6.57012 -3.74432
C3 -0.11062 -1.08343 2.83984
C4 3.87016 -1.76054 -2.16318
C5 2.73063 -1.09072 -1.72221
C6 -1.58094 -0.83451 8.56567
C7 4.23688 -2.99662 -1.66602
C8 -2.77201 -3.09230 -0.01790
C9 0.63960 -4.92454 -3.67716
C10 -1.06279 -0.55868 5.05250
C11 -0.09475 -1.26010 4.32065
C12 2.40729 0.23573 -2.39668
C13 1.55861 2.72933 2.51659
C14 0.26021 2.93118 1.71775
C15 -1.70069 4.36834 -2.27660
C16 0.18021 1.81146 0.77850
C17 -0.35040 -5.51607 -2.96283
C18 -4.45659 -3.46826 -1.34519
C19 -0.46708 2.81269 -3.78872
C20 4.66720 1.22567 -2.24511
C21 -0.19196 -1.63776 7.03059
C22 -1.65208 6.75041 -2.63999
C23 0.17529 0.73850 0.19364
C24 0.79915 -2.11968 4.94197
C25 -4.81266 -2.45469 -0.51832
C26 -2.07241 5.65518 -1.90680
C27 2.90742 2.00655 -0.81137
C28 3.43464 -3.60520 -0.71873
C29 1.27617 -2.58882 -4.18528
C30 -2.18236 3.17988 -1.51009
C31 1.89920 -1.70305 -0.77056
C32 -0.95269 2.82555 2.65699
C33 2.28994 -2.96087 -0.28873
C34 -3.67475 -1.17548 1.29559
C35 -0.88232 4.18945 -3.38662
C36 0.76311 -2.32641 6.31891
C37 -0.45105 5.29377 -4.10867
C38 -0.54424 -3.37206 -2.66352
C39 0.28032 4.31313 1.05825
B1 -2.42602 -5.02026 -1.67840
H1 0.58458 2.64980 -3.55129
H2 2.95008 1.31876 0.04282
H3 2.49516 0.09735 -3.48197
H4 3.58991 2.83940 -0.64087
H5 0.49075 5.06769 1.81375
H6 -0.60302 -6.54975 -2.85807
H7 1.68078 -3.46896 0.45281
H8 -1.87764 2.94712 2.09517
H9 3.69273 -4.57572 -0.31903
H10 4.88192 0.88590 -3.25748
H11 1.37332 0.50047 -2.14629
H12 5.13659 -3.48147 -2.01598
H13 -1.68266 3.10013 -0.54579
H14 1.44279 -3.00393 6.80698
H15 -1.96926 7.74405 -2.35712
H16 1.40496 -5.33816 -4.30175
H17 -0.67959 4.54745 0.60843
H18 1.62887 1.70123 2.86359
H19 5.12708 0.53595 -1.52169
H20 -4.66006 -0.73902 1.43963
H21 -3.30764 -1.56283 2.24672
H22 4.45984 -1.31846 -2.95276
H23 -2.14001 -5.83316 -0.86001
H24 1.13492 -2.69665 -5.26252
H25 2.33155 -2.70483 -3.94107
H26 -2.70757 5.80023 -1.04337
H27 -5.00738 -3.94354 -2.12835
H28 -0.90376 3.59404 3.42858
H29 -3.09637 -5.44230 -2.56622
H30 1.89252 2.38784 -0.88883
H31 -5.71621 -1.88468 -0.45502
H32 -3.25569 3.23883 -1.33535
H33 0.18171 5.14580 -4.97213
H34 5.13269 2.20507 -2.11667
H35 -0.97630 1.84660 3.12880
H36 -1.75926 0.09814 4.55810
H37 -0.60442 2.65781 -4.85739
H38 1.51852 -2.64243 4.33179
H39 -2.97608 -0.40141 0.96335
H40 2.42295 2.93834 1.89131
H41 -0.50553 7.42156 -4.32119
H42 -1.35851 -0.06368 9.31683
H43 -2.42518 -1.44841 8.92377
H44 1.58033 3.39309 3.37952
H45 1.04502 4.37505 0.28964
H46 0.93381 -1.60572 -3.86786

Its charge is 0. The LUMO energy (alpha / beta) comes out at -1.4 / -1.0 eV. For the total energy, the calculation gives -3255.94233 hartree. As for the expectation value of S²: 0.762. The calculation puts the relative energy (zero: lowest compared OMol25 entry of this formula, charge and spin) at 44.3 kcal/mol. The calculation puts the orbital gap (alpha / beta) at 5.78 / 6.21 eV. As for the spin multiplicity: 2.

Mulliken atomic charge list, values in e, 6 entries: number 1, Re, carries 0.035; number 2, Te, carries 0.294; number 3, S, carries -0.527; number 4, S, carries -0.593; number 5, O, carries -0.230; number 6, O, carries -0.492

=====

A structure of composition C39H46FeN7O5P, computed with ωB97M-V with the def2-TZVPD basis set.

Atoms and positions in Å:
Fe1 1.06422 -0.19927 0.77336
P1 -1.43617 0.52478 -1.33139
O1 0.37423 -1.75922 -2.95467
O2 4.92049 1.55917 -5.66247
O3 0.44098 -0.00851 -1.54667
O4 3.39770 0.19735 -6.74008
O5 0.25735 1.74667 0.63034
N1 -2.18567 1.32681 4.29335
N2 -2.99328 -0.91619 3.85119
N3 -0.67535 -0.34469 3.33145
N4 1.83939 -1.81175 2.26694
N5 2.84723 0.76697 1.62011
N6 2.91462 -1.37927 -0.20222
N7 -1.41689 -0.51838 5.66132
C1 -2.93862 1.46293 -0.76469
C2 -2.57242 -1.29581 5.19850
C3 -3.77155 -2.80063 -0.98784
C4 3.86205 1.44694 -3.44396
C5 2.73110 -1.12505 3.21129
C6 -3.32264 0.51316 3.86037
C7 -1.42343 2.30497 -5.56114
C8 4.08922 0.52014 0.89462
C9 2.76967 0.39881 3.02443
C10 -0.86494 1.56720 0.04033
C11 4.18639 -0.90825 0.33672
C12 2.78642 0.86785 -2.75810
C13 -4.26811 1.73735 -0.94565
C14 -2.78177 3.05391 1.09312
C15 -2.97971 -3.66174 -0.24257
C16 -3.27433 -1.56825 -1.38515
C17 -1.67849 -3.29854 0.07210
C18 2.59978 -2.77594 0.08031
C19 -1.86842 -1.11856 2.94145
C20 3.97523 1.13134 -4.77396
C21 3.06853 0.30029 -5.41399
C22 -1.07838 1.07912 3.37447
C23 -1.38917 1.11516 -3.04932
C24 -0.32795 -0.72651 4.71126
C25 2.40294 -2.98647 1.59407
C26 4.59889 0.94330 -6.91156
C27 0.82108 -0.68497 -2.60418
C28 -1.97246 -1.19020 -1.06342
C29 -1.18239 -2.07210 -0.33750
C30 -2.30945 0.70077 -4.00604
C31 -1.78495 0.90015 5.62796
C32 2.03612 -0.30337 -4.75204
C33 -0.51431 2.73036 -4.60420
C34 1.91044 -0.00551 -3.38604
C35 -4.13847 3.30633 0.90678
C36 -4.87575 2.67627 -0.09137
C37 -2.31938 1.28804 -5.26198
C38 -0.49459 2.13774 -3.35061
C39 -2.18507 2.12697 0.22931
H1 -4.63803 4.01272 1.55876
H2 4.11854 1.22049 0.05773
H3 -4.15857 0.67693 4.54383
H4 1.84019 0.82138 3.40690
H5 -3.40215 -1.13603 5.89004
H6 -1.36840 1.38610 2.38025
H7 -0.21677 1.67593 3.68403
H8 2.44338 -1.33283 4.24675
H9 -3.03166 0.95562 -6.00566
H10 4.44177 1.71603 -7.66611
H11 1.67378 -3.00331 -0.44931
H12 2.52475 1.71497 1.47286
H13 -3.91161 -0.89804 -1.94512
H14 3.36534 -3.47842 -0.27789
H15 0.53808 -0.14209 5.03167
H16 5.41079 0.27127 -7.20095
H17 4.56431 2.10940 -2.95863
H18 -1.61262 -2.18299 2.93029
H19 -2.30815 -2.35620 5.20341
H20 3.36177 -3.23930 2.05433
H21 2.60334 1.12231 -1.71914
H22 -1.43380 2.76314 -6.54145
H23 -1.04664 -3.97269 0.63787
H24 4.50246 -1.58245 1.13148
H25 0.92958 -1.98868 2.66893
H26 -2.21797 3.55107 1.87093
H27 -4.78426 -3.07955 -1.24649
H28 0.18322 3.52587 -4.83279
H29 -0.06796 -1.79157 4.73346
H30 -2.60804 1.06715 6.32584
H31 -2.16289 -0.81695 1.93449
H32 2.85909 -1.19532 -1.19407
H33 -3.61802 0.82253 2.85558
H34 0.21917 2.45855 -2.60237
H35 -0.14695 -1.82114 -0.12135
H36 -3.37731 -4.60962 0.09597
H37 1.33912 -0.97178 -5.23537
H38 4.97232 -0.93998 -0.42563
H39 -0.92524 1.49371 5.94814
H40 3.59569 0.80742 3.62615
H41 -3.00090 -0.10197 -3.78672
H42 4.97115 0.71846 1.52014
H43 1.75734 -3.85581 1.74012
H44 3.73728 -1.52854 3.09084
H45 -4.85909 1.25290 -1.71490
H46 -5.92541 2.90965 -0.20912

Its charge is 0. The LUMO energy (alpha / beta) comes out at 0.5 / 0.5 eV. For the total energy, the calculation gives -3878.20258 hartree. As for the expectation value of S²: 6.052. The calculation puts the relative energy (zero: lowest compared OMol25 entry of this formula, charge and spin) at 49.9 kcal/mol. The calculation puts the orbital gap (alpha / beta) at 5.67 / 5.61 eV. As for the spin multiplicity: 5.

Mulliken atomic charge list, values in e, 6 entries: number 1, Fe, carries 1.444; number 2, P, carries 2.499; number 3, O, carries -0.734; number 4, O, carries -0.523; number 5, O, carries 0.813; number 6, O, carries -0.521

=====

A structure of composition C39H46GeN4O3Sc, computed with ωB97M-V with the def2-TZVPD basis set.

Atoms and positions in Å:
Ge1 -0.06392 -4.25233 -0.31140
Sc1 0.16934 -0.22294 0.14459
O1 0.68537 0.18279 -1.79571
O2 0.15401 -1.19537 4.72974
O3 0.53372 -0.37857 2.12940
N1 2.33693 0.26029 0.15979
N2 2.85386 0.58315 -1.09687
N3 -2.01440 0.06587 -0.20002
N4 -0.31583 2.07384 0.37194
C1 0.52720 -2.44691 -0.08132
C2 1.10133 3.67332 -0.82302
C3 -4.52006 -2.51137 0.70419
C4 3.67213 0.99305 -3.75423
C5 -4.69073 -3.16234 -0.50745
C6 -0.85481 -4.58525 -2.08206
C7 -1.44514 -4.74579 0.99632
C8 3.03747 1.40638 -6.04175
C9 0.65223 3.01790 2.89654
C10 2.89309 -0.28074 2.45701
C11 2.23473 4.46869 1.59065
C12 1.39542 -5.55850 -0.11533
C13 1.70275 1.22333 -5.70186
C14 -3.93214 1.64566 -0.42914
C15 1.57126 -0.53317 2.89505
C16 -2.22150 -1.28448 -2.71035
C17 -3.63389 -1.44447 0.82273
C18 3.19615 0.13478 1.09171
C19 2.48540 -1.12231 5.07492
C20 -2.10531 3.78939 0.09971
C21 -1.58079 2.37454 0.09308
C22 -2.91871 -1.02368 -0.30644
C23 3.79019 -0.89704 4.62427
C24 0.66091 3.10201 0.37820
C25 2.33477 0.81336 -3.40793
C26 1.92379 0.50113 -2.00297
C27 2.71047 5.00538 0.40208
C28 -3.42146 -0.76227 2.15146
C29 -0.70773 -0.06182 4.79000
C30 1.21041 3.52855 1.59506
C31 2.13016 4.61295 -0.79218
C32 -2.48764 1.31701 -0.15798
C33 1.40648 -0.93006 4.24237
C34 0.48243 3.30708 -2.15038
C35 -3.05215 -1.69825 -1.52395
C36 3.97461 -0.46887 3.32772
C37 4.02022 1.28705 -5.06453
C38 1.35437 0.92284 -4.39014
C39 -3.95209 -2.75592 -1.60925
H1 1.82490 -5.48387 0.88768
H2 -2.35139 -4.16013 0.80892
H3 3.31311 1.63329 -7.06553
H4 1.24600 3.27763 -2.92949
H5 -1.77687 -4.00852 -2.18688
H6 2.65639 4.78820 2.53881
H7 -0.43904 3.07378 2.90281
H8 -2.29461 -0.20957 -2.89308
H9 -2.36454 -0.54180 2.30912
H10 -4.50996 0.74549 -0.62588
H11 1.03942 -6.58185 -0.26884
H12 0.32073 0.76307 -4.10504
H13 -5.38274 -3.99207 -0.58968
H14 -1.08885 -5.64795 -2.20755
H15 2.18622 -5.35002 -0.84091
H16 -2.89460 3.90126 0.84834
H17 -0.16286 -4.28175 -2.87371
H18 2.29513 -1.45213 6.09122
H19 1.03850 3.60271 3.73317
H20 -1.66991 -0.42271 5.14922
H21 -5.06746 -2.84312 1.58083
H22 1.58422 -2.51344 0.22623
H23 4.63495 -1.05859 5.28301
H24 -1.09697 -4.52556 2.00956
H25 -1.16448 -1.49333 -2.53108
H26 0.93245 1.31688 -6.45854
H27 -1.68879 -5.81063 0.92703
H28 4.42087 0.90650 -2.97743
H29 4.97606 -0.27488 2.95430
H30 -2.53760 4.06820 -0.86562
H31 -3.77020 -1.39820 2.96733
H32 -4.02105 2.30352 -1.29898
H33 -2.53492 -1.82218 -3.60659
H34 -0.31537 0.67992 5.49286
H35 -0.00610 2.33455 -2.11723
H36 -1.31313 4.49515 0.33423
H37 -4.39110 2.16920 0.41512
H38 2.48394 5.02850 -1.73032
H39 -3.96321 0.18934 2.20823
H40 4.23876 0.31812 0.83974
H41 -0.83384 0.39901 3.81234
H42 0.91245 1.97695 3.05758
H43 3.51630 5.73062 0.40946
H44 -0.26179 4.05421 -2.44370
H45 -4.06476 -3.27407 -2.55533
H46 5.06285 1.42236 -5.32803

Its charge is -1. The LUMO energy (alpha / beta) comes out at 2.6 / 2.6 eV. For the total energy, the calculation gives -4796.27644 hartree. The calculation puts the relative energy (zero: lowest compared OMol25 entry of this formula, charge and spin) at 19.5 kcal/mol. The calculation puts the orbital gap (alpha / beta) at 6.87 / 6.28 eV.

Mulliken atomic charge list, values in e, 6 entries: number 1, Ge, carries 0.472; number 2, Sc, carries -2.232; number 3, O, carries 0.649; number 4, O, carries -0.485; number 5, O, carries 0.563; number 6, N, carries 1.190